ORCA calculation (the ωB97M-V functional and the def2-TZVPD basis) on a 2-piece molecular cluster, C6H17NSi overall.

The geometry in ORCA input format:
```
! wB97M-V def2-TZVPD RIJCOSX def2/J DEFGRID3
* xyz 0 1
C -1.222 -1.813 -0.564
C 1.488 -1.067 1.615
C 1.547 0.368 -0.471
C 0.719 1.267 1.892
C -1.169 -0.363 0.116
C 0.880 0.097 0.898
N -0.910 0.871 -2.645
Si -1.752 1.038 -1.087
H -0.815 -2.564 0.233
H -0.579 -1.913 -1.387
H -2.276 -1.959 -0.760
H 2.241 -0.770 2.321
H 1.777 -1.809 0.929
H 0.823 -1.630 2.220
H 1.194 -0.274 -1.393
H 2.602 0.164 -0.319
H 1.413 1.445 -0.886
H -0.077 0.961 2.551
H 1.682 1.278 2.475
H 0.483 2.135 1.306
H -1.750 -0.199 1.020
H -1.554 1.214 -3.419
H -0.151 0.189 -2.912
H -3.224 0.971 -1.208
H -1.372 2.362 -0.524
*
```

Values from the calculation:
- E_LUMO: 0.86 eV
- Strongest force on any atom: 4.7 eV Å⁻¹
- Total energy: -582.951592 hartree
- HOMO-LUMO gap: 9.04 eV


ORCA calculation (the ωB97M-V functional and the def2-TZVPD basis) on an isolated ion of composition C5H8N and charge +1.

The geometry in ORCA input format:
```
! wB97M-V def2-TZVPD RIJCOSX def2/J DEFGRID3
* xyz 1 1
C -0.889 0.709 -1.372
C -0.432 1.415 -0.328
C 0.421 0.639 0.715
C 0.486 -0.695 1.755
N 0.491 -0.703 0.161
C -0.616 -0.761 -0.977
H -1.338 1.197 -2.265
H -0.286 2.502 -0.284
H 1.422 1.130 0.631
H 1.418 -0.862 2.283
H -0.326 -0.986 2.341
H 1.364 -0.951 -0.326
H -1.463 -1.242 -0.514
H -0.252 -1.392 -1.818
*
```

Values from the calculation:
- E_LUMO: -3.79 eV
- Strongest force on any atom: 5.3 eV Å⁻¹
- SMILES: C1=C[C@H]2C[N@H+]2C1
- Total energy: -249.682488 hartree
- HOMO-LUMO gap: 10.63 eV


ORCA calculation (the ωB97M-V functional and the def2-TZVPD basis) on a 2-piece molecular cluster, CH2ClNOS overall.

The geometry in ORCA input format:
```
! wB97M-V def2-TZVPD RIJCOSX def2/J DEFGRID3
* xyz 0 1
C 0.159 -0.224 0.402
N 1.461 0.279 -1.897
O 3.569 -0.759 -2.578
S 2.292 -0.960 -1.906
Cl 1.272 -1.168 1.123
H -0.797 -0.663 0.586
H 0.608 0.238 -0.569
*
```

Values from the calculation:
- E_LUMO (spin up / spin down): -2.78 / -1.09 eV
- Strongest force on any atom: 2.3 eV Å⁻¹
- Total energy: -1027.485132 hartree
- HOMO-LUMO gap (spin up / spin down): 6.21 / 9.61 eV